# 1
The following is a DFT calculation (ωB97M-V/def2-TZVPD) of C4H7N3 as an isolated structure.

```
! RIJCOSX wB97M-V def2-TZVPD def2/J DEFGRID3
* xyz 0 1
N -2.180 0.126 0.469
C -0.898 0.011 -0.136
C 0.078 -1.159 -0.074
C 1.108 -0.315 0.143
N 2.459 -0.416 0.349
C 0.243 0.923 0.098
N -0.499 0.931 -1.206
H -2.932 0.214 -0.198
H -2.360 -0.666 1.073
H 0.010 -2.205 -0.352
H 3.015 0.376 0.065
H 2.878 -1.310 0.138
H 0.214 1.756 0.788
H -1.137 1.733 -1.155
*
```

Calculated values
ΔE to the lowest compared entry with this formula, charge and spin (kJ/mol): 281.45
F_max (eV/A): 0.41
E_tot (eV): -8728.762
LUMO (eV): 1.110
Frontier orbital gap (eV): 8.65

Here are the natural (NBO) charges for atoms 1 to 5, given in e: -0.84 0.26 -0.37 0.23 -0.80

---

# 2
The following is a DFT calculation (ωB97M-V/def2-TZVPD) of C12H26MnO7 as an isolated structure at a distorted geometry.

```
! RIJCOSX wB97M-V def2-TZVPD def2/J DEFGRID3
* xyz -2 6
Mn 0.000 1.512 -0.546
C 2.249 0.138 -2.367
C 1.119 0.682 -3.259
O 0.181 1.416 -2.618
H 3.061 -0.276 -2.981
H 1.879 -0.639 -1.691
H 2.657 0.941 -1.743
H 0.687 -0.206 -3.801
H 1.617 1.261 -4.084
C -3.281 -0.224 0.630
C -3.178 1.259 0.246
O -2.144 1.582 -0.541
H -4.150 -0.418 1.278
H -2.388 -0.529 1.190
H -3.338 -0.825 -0.280
H -3.177 1.831 1.213
H -4.161 1.513 -0.233
C 1.225 4.582 1.800
C 1.481 3.894 0.442
O 0.324 3.550 -0.212
H 2.011 4.355 2.529
H 0.258 4.285 2.215
H 1.155 5.674 1.690
H 2.142 3.013 0.627
H 2.080 4.589 -0.193
C 2.344 0.214 2.573
C 1.975 -0.238 1.149
O 0.715 0.121 0.792
H 1.894 -0.440 3.328
H 1.965 1.223 2.749
H 3.433 0.196 2.711
H 2.127 -1.347 1.098
H 2.761 0.148 0.460
C -0.984 -2.044 -1.375
C -0.805 -2.896 -0.160
C -2.110 -3.417 0.459
O -1.871 -4.821 0.679
C -0.734 -5.190 0.057
O -0.309 -6.306 0.048
O -0.142 -4.149 -0.532
H -1.805 -2.349 -2.032
H -0.080 -2.065 -1.988
H -1.184 -1.002 -1.124
H -0.183 -2.372 0.566
H -2.977 -3.276 -0.184
H -2.337 -2.950 1.415
*
```

Calculated values
ΔE to the lowest compared entry with this formula, charge and spin (kJ/mol): 0.00
F_max (eV/A): 1.54
E_tot (eV): -58518.738
LUMO (alpha / beta) (eV): 4.833 / 4.832
Frontier orbital gap (alpha / beta) (eV): 5.49 / 6.01

Here are the natural (NBO) charges for atoms 1 to 5, given in e: 1.61 -0.65 -0.01 -0.96 0.17

---

# 3
The following is a DFT calculation (ωB97M-V/def2-TZVPD) of a 3-piece molecular cluster, C11H29FN3O7P2S overall.

```
! RIJCOSX wB97M-V def2-TZVPD def2/J DEFGRID3
* xyz -1 1
C -1.483 3.176 0.141
N -1.837 2.010 0.937
C -1.328 0.741 0.475
C 0.169 0.509 0.154
S 1.294 1.265 1.532
O 2.158 0.290 2.108
O 1.772 2.580 1.205
F 0.242 1.573 2.738
C 0.635 1.130 -1.226
O 0.920 0.056 -2.052
P 1.570 -1.313 -1.161
P -0.004 -2.585 -2.242
C 0.336 -4.232 -1.443
O -1.467 -2.245 -1.454
O 0.398 -0.806 0.135
H -1.714 4.082 0.704
H -2.074 3.202 -0.782
H -0.425 3.229 -0.143
H -1.612 2.160 1.909
H -1.794 0.509 -0.492
H -1.614 -0.055 1.164
H -0.206 1.696 -1.634
H 1.479 1.818 -1.102
H 2.555 -0.435 -0.581
H 2.450 -1.713 -2.239
H 1.976 -2.401 -0.320
H 0.904 -4.889 -2.106
H -0.651 -4.662 -1.265
H 0.870 -4.129 -0.492
H -2.131 -2.869 -1.766
C -2.673 -6.117 -0.012
O -2.912 -5.638 -1.100
N -3.568 -6.182 1.000
C -3.229 -6.733 2.289
C -4.891 -5.632 0.775
H -1.683 -6.526 0.253
H -3.866 -7.585 2.540
H -3.325 -5.984 3.080
H -2.194 -7.072 2.270
H -5.393 -6.148 -0.044
H -4.831 -4.574 0.515
H -5.476 -5.746 1.686
C 2.541 5.245 -0.310
O 1.610 5.204 -1.090
N 3.463 6.244 -0.313
C 4.561 6.265 0.622
C 3.331 7.297 -1.298
H 2.706 4.489 0.470
H 4.538 7.159 1.250
H 5.527 6.230 0.110
H 4.488 5.391 1.268
H 2.379 7.820 -1.187
H 3.365 6.893 -2.311
H 4.148 8.005 -1.166
*
```

Calculated values
F_max (eV/A): 0.33
E_tot (eV): -62810.601
LUMO (eV): 2.436
Frontier orbital gap (eV): 6.03

Here are the natural (NBO) charges for atoms 1 to 5, given in e: -0.42 -0.64 -0.26 0.12 2.27

---

# 4
The following is a DFT calculation (ωB97M-V/def2-TZVPD) of one molecule with the formula C5H10N2O at a distorted geometry.

```
! RIJCOSX wB97M-V def2-TZVPD def2/J DEFGRID3
* xyz 0 1
C -0.139 1.915 0.040
C -0.620 0.541 -0.699
C -1.516 -0.313 0.215
C -0.190 -1.013 0.632
C 2.420 -0.910 -0.056
H 0.210 2.799 -0.804
H -1.305 2.348 0.340
H 0.794 1.757 0.859
H -0.781 0.779 -1.739
H -2.030 0.164 1.039
H -2.047 -1.931 -1.014
H -0.051 -2.189 0.937
H 0.224 -0.039 1.408
H 3.521 -0.438 0.335
H 1.939 -1.347 0.891
N 0.191 -0.614 -0.819
N 1.727 -0.374 -0.997
O -2.347 -1.137 -0.569
*
```

Calculated values
ΔE to the lowest compared entry with this formula, charge and spin (kJ/mol): 733.25
F_max (eV/A): 6.70
E_tot (eV): -10367.706
LUMO (eV): 0.816
SMILES: C=NN1C[C@H](O)[C@H]1C
Frontier orbital gap (eV): 10.07

Here are the natural (NBO) charges for atoms 1 to 5, given in e: -0.69 -0.11 0.09 -0.31 -0.14

---

# 5
The following is a DFT calculation (ωB97M-V/def2-TZVPD) of a 2-piece molecular cluster, C4H14N2 overall at a distorted geometry.

```
! RIJCOSX wB97M-V def2-TZVPD def2/J DEFGRID3
* xyz 0 1
C -0.600 2.029 -0.673
N 0.606 1.458 -0.303
C 1.724 2.027 -0.951
H -1.043 2.819 0.081
H -0.533 2.759 -1.608
H -1.314 1.156 -0.788
H 0.742 1.103 0.606
H 1.503 2.192 -1.934
H 2.558 1.218 -0.817
H 2.281 2.888 -0.579
C -1.836 -1.845 0.274
N -0.362 -1.333 0.493
C 0.506 -2.189 1.347
H -2.168 -2.416 1.184
H -2.610 -1.073 0.136
H -1.915 -2.586 -0.684
H 0.151 -1.219 -0.391
H 0.643 -1.576 2.258
H 1.458 -2.187 0.819
H 0.209 -3.226 1.532
*
```

Calculated values
ΔE to the lowest compared entry with this formula, charge and spin (kJ/mol): 248.33
F_max (eV/A): 5.52
E_tot (eV): -7352.543
LUMO (eV): 1.004
SMILES: CNC.CNC
Frontier orbital gap (eV): 8.96

Here are the natural (NBO) charges for atoms 1 to 5, given in e: -0.40 -0.66 -0.39 0.16 0.20

---

# 6
The following is a DFT calculation (ωB97M-V/def2-TZVPD) of a 4-piece molecular cluster, C2H13NO4 overall at a distorted geometry.

```
! RIJCOSX wB97M-V def2-TZVPD def2/J DEFGRID3
* xyz 0 1
C 1.952 2.139 1.848
N 0.655 1.455 2.022
C 0.422 0.315 1.164
O 0.954 -0.942 1.631
H 2.036 2.554 0.815
H 1.949 2.997 2.456
H 2.805 1.470 2.075
H 0.472 1.185 2.931
H 0.989 0.420 0.282
H -0.709 0.283 0.948
H 0.403 -0.993 2.450
H -1.748 -1.189 -1.598
H -0.952 -1.450 -0.298
O -1.878 -1.029 -0.583
H 1.130 -1.887 -2.024
H 1.905 -2.371 -0.640
O 0.957 -2.096 -1.122
H -3.950 0.220 -3.579
H -3.707 -1.010 -4.354
O -3.685 -0.070 -4.425
*
```

Calculated values
ΔE to the lowest compared entry with this formula, charge and spin (kJ/mol): 213.00
F_max (eV/A): 4.73
E_tot (eV): -11963.259
LUMO (eV): 0.360
SMILES: CNCO.O.O.O
Frontier orbital gap (eV): 9.40

Here are the natural (NBO) charges for atoms 1 to 5, given in e: -0.42 -0.64 0.06 -0.73 0.20